[1]
Below is a 5-piece molecular cluster, C25H41F12NO11S overall at a distorted geometry, with properties calculated with ωB97M-V/def2-TZVPD.

Atoms and positions in Å:
1 C 4.01 -2.81 -0.54
2 C 3.30 -1.56 0.25
3 C 4.27 -0.80 1.35
4 C 2.64 -0.42 -0.77
5 O 1.20 -0.40 -0.48
6 S 0.29 0.38 -1.70
7 O 0.74 -0.06 -3.14
8 O -1.29 -0.31 -1.56
9 C -2.23 0.64 -0.95
10 C -3.74 -0.07 -1.05
11 C -4.47 -0.25 0.40
12 C -4.84 -1.80 0.81
13 C -5.63 -2.65 -0.35
14 N -5.70 -4.12 0.12
15 H 3.31 -3.75 -0.69
16 H 4.31 -2.43 -1.61
17 H 4.92 -3.16 0.13
18 H 2.41 -2.03 0.88
19 H 4.83 0.05 0.78
20 H 3.56 -0.33 2.18
21 H 4.97 -1.63 1.80
22 H 3.07 0.66 -0.49
23 H 2.92 -0.73 -1.87
24 H -2.31 1.67 -1.55
25 H -1.95 0.95 0.16
26 H -3.60 -1.12 -1.55
27 H -4.37 0.59 -1.82
28 H -5.50 0.36 0.35
29 H -3.83 0.19 1.30
30 H -3.87 -2.35 1.24
31 H -5.58 -1.73 1.74
32 H -6.73 -2.24 -0.50
33 H -5.11 -2.68 -1.39
34 H -5.42 -4.71 -0.71
35 H -4.91 -4.22 0.80
36 C 2.73 3.23 6.26
37 C 2.59 3.77 4.84
38 O 3.89 3.90 4.23
39 C 4.40 2.76 3.67
40 O 3.83 1.67 3.67
41 C 5.75 3.05 3.01
42 F 6.56 3.82 3.78
43 F 5.61 3.70 1.82
44 F 6.46 1.92 2.73
45 H 3.42 3.85 6.84
46 H 1.76 3.21 6.76
47 H 3.14 2.22 6.25
48 H 2.16 4.77 4.88
49 H 1.93 3.15 4.24
50 C 0.56 4.25 -4.03
51 C 1.02 4.82 -2.70
52 O 0.09 5.81 -2.23
53 C -1.02 5.34 -1.57
54 O -1.24 4.14 -1.37
55 C -1.89 6.49 -1.08
56 F -2.05 7.47 -2.03
57 F -1.36 7.11 0.01
58 F -3.14 6.10 -0.73
59 H 0.40 5.06 -4.76
60 H 1.30 3.55 -4.43
61 H -0.39 3.72 -3.93
62 H 1.98 5.32 -2.82
63 H 1.16 4.03 -1.95
64 C -7.05 -6.37 1.50
65 C -6.78 -7.35 2.63
66 O -7.55 -8.55 2.45
67 C -7.03 -9.49 1.59
68 O -5.97 -9.35 0.99
69 C -7.93 -10.72 1.53
70 F -9.25 -10.40 1.43
71 F -7.81 -11.50 2.65
72 F -7.66 -11.53 0.47
73 H -8.12 -6.16 1.42
74 H -6.52 -5.43 1.68
75 H -6.73 -6.77 0.54
76 H -7.08 -6.92 3.58
77 H -5.71 -7.59 2.71
78 C 7.82 3.71 -3.03
79 C 6.61 3.47 -2.15
80 O 5.41 3.51 -2.93
81 C 5.07 2.35 -3.58
82 O 5.73 1.32 -3.53
83 C 3.74 2.53 -4.33
84 F 3.67 3.71 -5.01
85 F 2.67 2.50 -3.49
86 F 3.53 1.55 -5.25
87 H 7.72 4.64 -3.59
88 H 8.73 3.75 -2.43
89 H 7.93 2.91 -3.77
90 H 6.54 4.27 -1.41
91 H 6.69 2.53 -1.60

highest occupied orbital energy = -9.547 eV
charge = 0
F_max = 0.1081 Eh/bohr
calculated total energy = -3455.98162 Eh
molecular weight = 791.6 g/mol

Atom charges from the Löwdin analysis, given in e for atoms 1 to 6: -0.103 -0.343 -0.105 -0.210 -0.399 1.031



[2]
Below is Ca2H10NO8 as an isolated structure at a distorted geometry, with properties calculated with ωB97M-V/def2-TZVPD.

Atoms and positions in Å:
1 Ca 1.36 2.06 -2.51
2 Ca 1.51 0.70 3.57
3 N 0.43 -0.22 0.20
4 O 0.25 0.75 -0.62
5 O 0.77 -0.02 1.42
6 O 0.11 -1.32 -0.17
7 O -2.90 -2.00 0.61
8 H -3.20 -1.09 0.68
9 H -1.95 -1.97 0.52
10 O 1.30 2.84 2.41
11 H 2.02 3.44 2.15
12 H 0.60 3.43 2.74
13 O -0.62 3.11 -1.98
14 H -0.71 4.00 -1.61
15 H -1.42 2.64 -1.69
16 O -1.00 -2.48 -2.66
17 H -1.24 -2.08 -3.51
18 H -0.83 -1.75 -2.06
19 O 1.71 -3.70 0.81
20 H 2.59 -3.43 1.07
21 H 1.21 -2.90 0.63

highest occupied orbital energy = -17.889 eV
charge = +3
F_max = 0.0392 Eh/bohr
calculated total energy = -2016.78350 Eh
ΔE to the lowest compared entry with this formula, charge and spin = 70.76 kJ/mol
molecular weight = 232.2 g/mol

Atom charges from the natural (NBO) analysis, given in e for atoms 1 to 6: 1.947 1.955 0.747 -0.692 -0.711 -0.296



[3]
Below is a 8-piece molecular cluster, C19H62NO25P6 overall at a distorted geometry, with properties calculated with ωB97M-V/def2-TZVPD.

Atoms and positions in Å:
1 N -0.24 -0.75 0.26
2 H 0.60 -0.28 0.56
3 H -0.98 -0.07 0.25
4 H -0.42 -1.53 0.89
5 H -0.03 -1.14 -0.65
6 C -5.21 -2.51 7.56
7 O -4.74 -2.81 6.24
8 P -4.81 -1.59 5.09
9 O -6.09 -0.80 5.04
10 O -3.50 -0.73 5.52
11 C -3.50 0.41 6.28
12 O -4.36 -2.42 3.77
13 C -5.29 -3.38 3.21
14 H -5.56 -1.48 7.67
15 H -4.41 -2.75 8.25
16 H -6.09 -3.14 7.71
17 H -2.91 1.19 5.80
18 H -3.18 0.23 7.31
19 H -4.50 0.84 6.26
20 H -5.45 -3.21 2.14
21 H -6.20 -3.11 3.74
22 H -5.03 -4.42 3.39
23 C -2.00 8.58 1.94
24 O -1.99 7.09 1.95
25 P -2.69 6.31 0.71
26 O -2.72 4.79 0.84
27 O -4.21 7.01 0.64
28 C -4.92 7.33 1.87
29 O -1.94 6.89 -0.61
30 C -0.49 6.84 -0.66
31 H -2.62 8.98 2.75
32 H -2.34 8.95 0.98
33 H -0.98 8.97 2.02
34 H -5.93 6.94 1.73
35 H -5.12 8.39 1.95
36 H -4.40 7.06 2.79
37 H -0.09 6.35 0.22
38 H -0.04 7.84 -0.66
39 H -0.13 6.38 -1.57
40 C 4.42 -3.26 -6.96
41 O 4.98 -3.53 -5.65
42 P 4.22 -4.56 -4.57
43 O 2.81 -4.12 -4.20
44 O 4.35 -6.02 -5.35
45 C 3.42 -6.47 -6.28
46 O 5.21 -4.67 -3.30
47 C 6.50 -5.15 -3.34
48 H 5.34 -3.20 -7.54
49 H 3.87 -2.33 -6.96
50 H 3.88 -4.10 -7.40
51 H 3.78 -6.33 -7.30
52 H 2.48 -5.96 -6.08
53 H 3.23 -7.53 -6.12
54 H 6.72 -6.06 -2.78
55 H 7.15 -4.38 -2.92
56 H 6.89 -5.35 -4.33
57 C 6.25 4.39 3.52
58 O 6.19 4.42 2.12
59 P 6.00 3.10 1.14
60 O 4.79 2.30 1.42
61 O 6.13 3.73 -0.35
62 C 6.09 2.73 -1.39
63 O 7.42 2.28 1.20
64 C 8.63 2.94 0.81
65 H 6.28 3.39 3.96
66 H 5.38 4.95 3.87
67 H 7.16 4.87 3.87
68 H 7.01 2.65 -1.97
69 H 5.31 3.02 -2.09
70 H 5.89 1.71 -1.07
71 H 9.14 2.31 0.09
72 H 9.24 3.30 1.64
73 H 8.35 3.84 0.27
74 C 2.94 -7.59 3.47
75 O 3.20 -6.60 4.47
76 P 1.99 -5.70 5.03
77 O 1.02 -5.28 3.98
78 O 2.89 -4.52 5.65
79 C 2.35 -3.54 6.52
80 O 1.37 -6.46 6.30
81 C 0.18 -7.22 6.18
82 H 3.61 -8.41 3.71
83 H 3.07 -7.17 2.47
84 H 1.99 -8.12 3.53
85 H 2.84 -3.67 7.48
86 H 1.26 -3.61 6.56
87 H 2.59 -2.61 6.00
88 H -0.42 -6.91 5.32
89 H -0.37 -7.12 7.12
90 H 0.47 -8.25 5.97
91 C -1.80 3.11 -8.62
92 O -2.85 2.12 -8.39
93 P -3.35 1.68 -6.92
94 O -2.21 1.53 -5.99
95 O -4.33 0.39 -7.14
96 C -3.82 -0.95 -7.16
97 O -4.42 2.83 -6.54
98 C -3.98 4.15 -6.48
99 H -1.22 3.26 -7.71
100 H -2.19 4.06 -8.99
101 H -1.14 2.89 -9.45
102 H -2.77 -1.04 -7.43
103 H -4.42 -1.61 -7.78
104 H -3.84 -1.38 -6.16
105 H -4.47 4.59 -5.62
106 H -4.31 4.75 -7.33
107 H -2.91 4.26 -6.30
108 C -7.74 0.74 -1.14
109 O -8.48 0.23 -0.08
110 H -8.35 0.68 -2.05
111 H -7.43 1.77 -0.99
112 H -6.87 0.12 -1.37
113 H -8.04 0.51 0.73

highest occupied orbital energy = -11.575 eV
charge = +1
F_max = 0.0770 Eh/bohr
calculated total energy = -4745.16561 Eh
ΔE to the lowest compared entry with this formula, charge and spin = 698.66 kJ/mol
molecular weight = 890.5 g/mol

Atom charges from the Löwdin analysis, given in e for atoms 1 to 6: 0.358 0.159 0.163 0.161 0.161 -0.101



[4]
Below is a 7-piece molecular cluster, C7H21N7O14 overall at a distorted geometry, with properties calculated with ωB97M-V/def2-TZVPD.

Atoms and positions in Å:
1 C -21.97 -18.83 12.77
2 N -23.14 -18.04 12.34
3 O -23.11 -17.42 11.24
4 O -24.06 -18.10 13.10
5 H -21.43 -18.08 13.34
6 H -21.34 -19.10 11.93
7 H -22.21 -19.66 13.44
8 C -27.56 -18.55 13.83
9 N -28.76 -19.41 13.61
10 O -29.83 -18.89 13.91
11 O -28.66 -20.58 13.20
12 H -27.21 -18.85 14.82
13 H -27.87 -17.51 13.80
14 H -26.79 -18.71 13.08
15 C -25.50 -21.38 12.87
16 N -25.60 -22.74 12.28
17 O -26.66 -23.02 11.71
18 O -24.66 -23.53 12.50
19 H -25.70 -21.56 13.93
20 H -26.17 -20.68 12.37
21 H -24.47 -21.06 12.68
22 C -32.12 -20.58 13.98
23 N -32.57 -21.99 14.32
24 O -33.40 -22.04 15.25
25 O -32.05 -22.93 13.74
26 H -31.26 -20.64 13.31
27 H -31.84 -20.02 14.87
28 H -32.91 -20.09 13.41
29 C -26.11 -20.63 8.58
30 N -25.57 -19.40 9.28
31 O -25.57 -19.41 10.52
32 O -25.25 -18.49 8.54
33 H -25.46 -21.48 8.80
34 H -26.38 -20.39 7.56
35 H -26.98 -20.93 9.17
36 C -28.42 -22.71 16.96
37 N -29.28 -21.53 16.67
38 O -28.72 -20.48 16.65
39 O -30.49 -21.63 16.52
40 H -27.51 -22.45 17.49
41 H -28.29 -23.17 15.98
42 H -29.00 -23.40 17.57
43 C -26.16 -15.94 10.57
44 N -26.74 -14.83 11.42
45 O -26.55 -13.67 11.04
46 O -27.51 -15.22 12.35
47 H -25.21 -15.58 10.18
48 H -26.79 -16.01 9.68
49 H -26.04 -16.90 11.08

highest occupied orbital energy = -10.418 eV
charge = 0
F_max = 0.0665 Eh/bohr
calculated total energy = -1715.26181 Eh
SMILES string = C[N+](=O)[O-].C[N+](=O)[O-].C[N+](=O)[O-].C[N+](=O)[O-].C[N+](=O)[O-].C[N+](=O)[O-].C[N+](=O)[O-]
ΔE to the lowest compared entry with this formula, charge and spin = 121.67 kJ/mol
molecular weight = 427.3 g/mol

Atom charges from the natural (NBO) analysis, given in e for atoms 1 to 6: -0.491 0.530 -0.391 -0.363 0.241 0.240



[5]
Below is a single C6H6O molecule, with properties calculated with ωB97M-V/def2-TZVPD.

Atoms and positions in Å:
1 O 0.02 -1.58 1.85
2 C 0.36 -1.12 0.59
3 C -0.77 -0.63 -0.36
4 C -0.02 0.69 -0.53
5 C -0.16 1.76 -1.30
6 C 1.01 0.31 0.46
7 C 2.07 0.65 1.14
8 H -0.42 -0.86 2.32
9 H 1.00 -1.88 0.13
10 H -1.72 -0.54 0.19
11 H -0.95 -1.24 -1.25
12 H -0.97 1.86 -2.03
13 H 0.55 2.58 -1.22

highest occupied orbital energy = -9.351 eV
charge = 0
F_max = 0.0119 Eh/bohr
calculated total energy = -307.27076 Eh
ΔE to the lowest compared entry with this formula, charge and spin = 505.87 kJ/mol
molecular weight = 94.1 g/mol

Atom charges from the natural (NBO) analysis, given in e for atoms 1 to 6: -0.678 0.171 -0.460 0.015 -0.366 -0.512



[6]
Below is a single C2H6OSi molecule at a distorted geometry, with properties calculated with ωB97M-V/def2-TZVPD.

Atoms and positions in Å:
1 C -0.62 0.31 -0.09
2 C 0.74 1.47 0.19
3 O -1.71 0.79 -0.22
4 Si -0.35 -1.58 -0.14
5 H 1.59 0.89 0.50
6 H 0.40 2.15 0.96
7 H 0.89 1.97 -0.75
8 H -1.04 -2.05 -1.34
9 H 1.08 -1.87 -0.18
10 H -0.98 -2.10 1.07

highest occupied orbital energy = -8.878 eV
charge = 0
F_max = 0.0711 Eh/bohr
calculated total energy = -444.46953 Eh
SMILES string = CC(=O)[SiH3]
ΔE to the lowest compared entry with this formula, charge and spin = 214.06 kJ/mol
molecular weight = 74.2 g/mol

Atom charges from the natural (NBO) analysis, given in e for atoms 1 to 6: 0.270 -0.708 -0.523 0.761 0.200 0.219



[7]
Below is a 2-piece molecular cluster, C13H22Cl4FN2O overall at a distorted geometry, with properties calculated with ωB97M-V/def2-TZVPD.

Atoms and positions in Å:
1 C 4.01 -2.41 0.64
2 C 4.63 -1.24 -0.27
3 C 3.63 -0.64 -1.37
4 C 2.49 0.33 -0.73
5 C 2.37 1.59 -1.75
6 C 1.06 -0.38 -0.70
7 C 0.51 -1.13 -1.93
8 N -0.75 -1.62 -1.39
9 Cl -1.68 -2.58 -2.46
10 C -1.10 -1.26 -0.05
11 O -2.19 -1.55 0.76
12 C -3.47 -1.48 0.07
13 C -3.77 -0.11 -0.70
14 N 0.07 -0.49 0.36
15 C 0.26 0.09 1.72
16 C 0.20 1.69 1.78
17 F 1.54 2.23 1.98
18 H 3.61 -2.01 1.64
19 H 4.85 -3.15 0.92
20 H 3.21 -2.98 0.05
21 H 5.07 -0.42 0.41
22 H 5.55 -1.70 -0.81
23 H 4.28 -0.04 -2.11
24 H 3.19 -1.51 -1.97
25 H 2.85 0.68 0.30
26 H 2.75 1.30 -2.80
27 H 1.27 1.88 -1.84
28 H 2.94 2.50 -1.34
29 H 0.99 -1.25 -2.95
30 H -4.28 -1.58 0.88
31 H -3.66 -2.37 -0.64
32 H -2.92 0.65 -0.73
33 H -4.64 0.42 -0.16
34 H -4.19 -0.35 -1.75
35 H 1.31 -0.21 2.10
36 H -0.48 -0.42 2.44
37 H -0.37 1.96 2.75
38 H -0.25 2.18 0.86
39 C -5.77 3.12 1.87
40 Cl -4.09 2.77 1.46
41 Cl -6.44 4.33 0.77
42 Cl -6.75 1.64 1.83
43 H -5.80 3.52 2.88

highest occupied orbital energy = -12.568 eV
charge = +1
F_max = 0.1361 Eh/bohr
calculated total energy = -2633.49366 Eh
molecular weight = 383.1 g/mol

Atom charges from the natural (NBO) analysis, given in e for atoms 1 to 6: -0.637 -0.414 -0.393 -0.290 -0.608 0.237



[8]
Below is a single C13H16Cl2N2O3 molecule at a distorted geometry, with properties calculated with ωB97M-V/def2-TZVPD.

Atoms and positions in Å:
1 Cl 3.27 3.49 -2.08
2 C 1.61 3.15 -1.86
3 C 0.72 4.16 -2.08
4 C -0.73 3.97 -1.87
5 O -1.52 4.91 -2.05
6 C -1.15 2.61 -1.38
7 Cl -2.85 2.44 -1.44
8 C -0.26 1.52 -1.11
9 C 1.24 1.81 -1.47
10 O 2.03 0.85 -1.53
11 H 1.06 5.15 -2.34
12 H -0.60 0.61 -1.77
13 C -1.48 -4.07 -0.20
14 N -0.49 -3.06 0.09
15 C 0.79 -3.62 0.48
16 C -0.81 -1.74 -0.02
17 C 0.28 -0.70 0.36
18 C 0.69 -0.83 1.81
19 C 0.30 0.44 2.56
20 C -0.10 1.51 1.54
21 N -0.32 0.71 0.25
22 O -1.96 -1.36 -0.37
23 H -2.43 -3.60 -0.46
24 H -1.14 -4.69 -1.04
25 H -1.62 -4.74 0.66
26 H 1.60 -2.88 0.44
27 H 0.76 -4.06 1.49
28 H 1.05 -4.44 -0.20
29 H 1.14 -0.78 -0.33
30 H 0.26 -1.70 2.30
31 H 1.77 -0.93 1.84
32 H -0.53 0.22 3.26
33 H 1.14 0.81 3.15
34 H -1.05 2.00 1.81
35 H 0.67 2.29 1.38
36 H -1.34 0.57 0.18

highest occupied orbital energy = -6.649 eV
charge = 0
F_max = 0.0792 Eh/bohr
calculated total energy = -1760.49198 Eh
SMILES string = CN(C)C(=O)[C@@H]1CCC[N@H+]1[C@@H]1C(=O)C(Cl)=CC([O-])=C1Cl
molecular weight = 319.2 g/mol

Atom charges from the natural (NBO) analysis, given in e for atoms 1 to 6: 0.035 -0.178 -0.122 0.419 -0.602 -0.407



[9]
Below is C45H60Cl5GeN4P3Pd as an isolated structure, with properties calculated with ωB97M-V/def2-TZVPD.

Atoms and positions in Å:
1 Pd 0.07 -0.18 0.13
2 C -0.38 -5.03 2.00
3 C 0.40 -3.70 1.92
4 C 1.04 -3.47 3.29
5 P -0.68 -2.29 1.34
6 C -1.57 -1.85 2.89
7 N -1.81 -0.46 3.18
8 Ge -1.91 1.01 2.07
9 N -3.47 1.16 1.12
10 C -3.62 1.01 -0.30
11 P -1.96 1.22 -1.01
12 C -2.15 0.82 -2.81
13 C -2.09 -0.65 -3.20
14 C -3.44 1.46 -3.34
15 C -1.62 3.06 -0.95
16 C -2.85 3.92 -0.63
17 C -0.89 3.57 -2.19
18 C -4.58 1.04 1.99
19 C -5.85 0.62 1.62
20 C -6.84 0.55 2.59
21 C -6.58 0.87 3.92
22 C -5.31 1.29 4.29
23 C -4.34 1.39 3.32
24 N -2.97 1.83 3.58
25 C -2.36 1.23 4.77
26 C -2.35 1.83 6.01
27 C -1.79 1.14 7.08
28 C -1.26 -0.12 6.87
29 C -1.24 -0.71 5.61
30 C -1.79 -0.02 4.53
31 C -2.73 3.26 3.42
32 C -3.59 4.24 3.87
33 C -3.25 5.58 3.68
34 C -2.07 5.90 3.03
35 C -1.22 4.91 2.55
36 C -1.56 3.57 2.73
37 N -0.79 2.47 2.26
38 C 0.50 2.80 1.70
39 P 1.56 1.43 1.13
40 C 2.46 0.89 2.63
41 C 1.48 0.45 3.71
42 C 3.42 1.97 3.17
43 C 2.68 2.23 -0.09
44 C 3.03 3.68 0.26
45 C 3.96 1.41 -0.33
46 C -1.92 -3.07 0.24
47 C -3.12 -2.17 0.03
48 C -1.27 -3.52 -1.07
49 H 0.29 -5.77 2.43
50 H -0.71 -5.41 1.04
51 H -1.24 -4.96 2.67
52 H 1.18 -3.82 1.16
53 H 0.36 -3.78 4.09
54 H 1.37 -2.45 3.48
55 H 1.92 -4.12 3.37
56 H -0.93 -2.27 3.66
57 H -2.50 -2.42 2.91
58 H -4.27 1.79 -0.70
59 H -4.04 0.05 -0.61
60 H -1.31 1.34 -3.29
61 H -2.96 -1.20 -2.84
62 H -1.18 -1.15 -2.85
63 H -2.10 -0.72 -4.29
64 H -4.32 0.91 -3.00
65 H -3.43 1.40 -4.43
66 H -3.55 2.51 -3.08
67 H -0.94 3.15 -0.11
68 H -3.57 3.92 -1.44
69 H -2.51 4.95 -0.51
70 H -3.34 3.63 0.29
71 H -1.52 3.54 -3.08
72 H 0.03 3.03 -2.40
73 H -0.62 4.61 -2.02
74 H -6.08 0.36 0.60
75 H -7.83 0.23 2.30
76 H -7.36 0.80 4.66
77 H -5.09 1.53 5.32
78 H -2.78 2.81 6.14
79 H -1.78 1.58 8.06
80 H -0.84 -0.67 7.71
81 H -0.80 -1.69 5.51
82 H -4.51 3.97 4.37
83 H -3.91 6.36 4.04
84 H -1.80 6.94 2.89
85 H -0.31 5.20 2.04
86 H 1.10 3.31 2.46
87 H 0.43 3.51 0.86
88 H 3.05 0.04 2.31
89 H 0.89 1.28 4.11
90 H 2.03 0.01 4.54
91 H 0.78 -0.31 3.34
92 H 2.92 2.91 3.39
93 H 4.25 2.15 2.49
94 H 3.84 1.60 4.10
95 H 2.08 2.25 -1.00
96 H 3.66 3.76 1.14
97 H 2.16 4.33 0.38
98 H 3.60 4.08 -0.58
99 H 4.62 1.46 0.53
100 H 4.49 1.85 -1.18
101 H 3.77 0.37 -0.56
102 H -2.23 -3.95 0.82
103 H -2.82 -1.31 -0.57
104 H -3.55 -1.82 0.97
105 H -3.89 -2.70 -0.52
106 H -0.89 -2.66 -1.63
107 H -2.01 -4.02 -1.69
108 H -0.44 -4.21 -0.92
109 Cl 3.16 -2.30 1.50
110 C 2.57 -2.23 -0.11
111 C 1.67 -1.25 -0.53
112 C 1.56 -1.08 -1.92
113 Cl 0.90 0.42 -2.52
114 C 2.06 -1.98 -2.85
115 Cl 1.82 -1.74 -4.52
116 C 2.79 -3.08 -2.38
117 Cl 3.38 -4.24 -3.47
118 C 3.09 -3.16 -1.01
119 Cl 4.09 -4.43 -0.45

highest occupied orbital energy (alpha / beta) = -15.393 / -15.386 eV
charge = +3
F_max = 0.0115 Eh/bohr
calculated total energy = -7498.71654 Eh
2S+1 = 2
ΔE to the lowest compared entry with this formula, charge and spin = 52.19 kJ/mol
molecular weight = 1106.2 g/mol

Atom charges from the Löwdin analysis, given in e for atoms 1 to 6: 0.483 -0.077 -0.511 -0.156 1.110 -0.320